Below is C19H14I2N3O7Pt as an isolated structure at a distorted geometry, with properties calculated with wB97M-V/def2-TZVPD.

Computed properties:
HOMO-LUMO gap (alpha / beta) in hartree: 0.2494 / 0.2418
Energy in Eh: -2138.0635
Multiplicity: 3
Net charge: -1
HOMO energy (alpha / beta) in hartree: -0.1843 / -0.1823

Last column: natural (NBO) charge in e.
Atoms and positions in Å:
Pt (0.21869, -0.32663, 1.59922)  1.194
N (-0.83969, -2.32657, 2.44625)  -0.804
C (-0.20265, -3.28571, 3.33520)  -0.220
C (1.13198, -3.71131, 2.74971)  -0.528
C (2.19379, -2.57606, 2.90458)  0.786
O (3.31571, -2.90114, 3.25309)  -0.672
O (1.80920, -1.38556, 2.71147)  -0.769
H (-1.68831, -1.93349, 2.84419)  0.405
H (-1.07911, -2.77626, 1.56592)  0.380
H (-0.85617, -4.15766, 3.50013)  0.172
H (-0.03668, -2.80253, 4.29873)  0.201
H (1.02416, -3.94833, 1.69046)  0.204
H (1.50883, -4.59361, 3.26313)  0.223
I (4.89957, 2.16035, 0.79292)  0.133
C (2.99014, 2.82897, 0.21728)  -0.277
C (2.84790, 4.02457, -0.46109)  -0.234
C (1.60160, 4.46358, -0.84520)  -0.209
I (1.47256, 6.32707, -1.86127)  0.070
C (0.44550, 3.72814, -0.54897)  -0.043
C (-0.87008, 4.05818, -0.93431)  -0.154
C (-1.91794, 3.30113, -0.48644)  -0.262
C (-1.66445, 2.20650, 0.35239)  0.049
N (-0.44740, 1.81350, 0.64539)  -0.438
C (0.60222, 2.52908, 0.20621)  0.042
C (1.90148, 2.01767, 0.57357)  0.431
O (2.02454, 0.92180, 1.18887)  -0.707
H (3.72741, 4.60690, -0.69462)  0.233
H (-1.04192, 4.90899, -1.57886)  0.222
H (-2.93791, 3.52850, -0.76104)  0.221
H (-2.48713, 1.64764, 0.77002)  0.230
O (-3.94525, -0.83273, 0.06458)  -0.680
C (-2.72120, -0.76316, 0.09720)  0.759
O (-2.04791, -0.50796, 1.13976)  -0.787
C (-1.96353, -0.99819, -1.21150)  -0.179
C (-2.70021, -1.15203, -2.38258)  -0.137
C (-2.06874, -1.38875, -3.59180)  -0.231
C (-0.68996, -1.44450, -3.64909)  -0.180
C (0.04624, -1.25727, -2.48326)  -0.013
C (-0.58121, -1.05667, -1.26230)  -0.100
N (1.48160, -1.26005, -2.55291)  0.522
O (1.99221, -1.55132, -3.62395)  -0.405
O (2.10932, -0.96119, -1.55688)  -0.347
H (-3.77521, -1.08616, -2.31173)  0.241
H (-2.64544, -1.52544, -4.49335)  0.212
H (-0.16194, -1.62102, -4.57254)  0.241
H (0.02542, -0.94128, -0.34660)  0.204

---

Below is a 2-piece molecular cluster, H4I2OSi2 overall, with properties calculated with wB97M-V/def2-TZVPD.

Computed properties:
HOMO-LUMO gap in hartree: 0.3258
Energy in Eh: -1252.0438
Energy relative to the best compared isomer or geometry (same formula, charge and spin) in kcal/mol: 50.4
Net charge: 0
HOMO energy in hartree: -0.3461

Last column: natural (NBO) charge in e.
Atoms and positions in Å:
O (0.42344, 1.04281, 0.11448)  -1.162
Si (-2.02642, -0.64598, -1.12993)  0.709
Si (1.22008, 0.84058, 1.38054)  1.637
I (-3.40710, 0.91546, 0.16657)  -0.206
I (-1.26552, -2.43846, 0.35883)  -0.225
H (-0.89997, 0.02516, -1.70998)  -0.122
H (-2.92169, -1.29182, -2.07003)  -0.158
H (1.43602, -0.45955, 1.99304)  -0.234
H (1.86142, 1.91192, 2.12003)  -0.239

---

Below is C27H34F6N3O5RhS2Te as an isolated structure, with properties calculated with wB97M-V/def2-TZVPD.

Computed properties:
HOMO-LUMO gap (alpha / beta) in hartree: 0.2932 / 0.2867
Energy in Eh: -3363.5616
Energy relative to the best compared isomer or geometry (same formula, charge and spin) in kcal/mol: 16.0
Multiplicity: 2
Net charge: +1
HOMO energy (alpha / beta) in hartree: -0.4252 / -0.4243

Last column: Mulliken spin population.
Atoms and positions in Å:
Rh (0.37947, 0.31255, 0.74223)  0.890
F (3.23051, 3.29146, 3.52320)  0.000
C (2.82529, 2.61222, 2.46512)  0.003
F (1.56859, 2.98052, 2.17780)  0.003
F (3.59702, 2.89626, 1.42270)  0.000
S (2.91243, 0.80410, 2.83041)  0.003
O (2.32502, 0.12045, 1.66616)  0.008
O (4.28145, 0.55551, 3.08896)  0.000
N (1.99581, 0.64463, 4.08731)  -0.002
S (0.49834, 0.17759, 3.99883)  0.010
O (0.28497, -1.19468, 4.31911)  0.001
O (-0.21471, 0.67873, 2.80857)  0.030
C (-0.23548, 1.19480, 5.35120)  0.005
F (-1.48886, 0.79274, 5.53365)  0.000
F (0.45134, 1.03629, 6.46637)  0.001
F (-0.23210, 2.47533, 5.00025)  0.000
C (-2.97965, 1.59699, 0.49929)  0.006
C (-2.45367, 0.30186, -0.01501)  0.034
O (-3.40539, -0.45786, -0.68068)  -0.004
N (-1.32046, -0.21886, 0.06171)  -0.079
Te (-2.45589, -2.14126, -1.12391)  0.012
C (-4.13795, -3.11886, -1.95634)  0.000
C (-5.24435, -2.51151, -2.55384)  -0.001
C (-5.47172, -1.02879, -2.65816)  0.000
C (-6.22912, -3.33701, -3.09145)  0.000
C (-6.12705, -4.71709, -3.08601)  0.000
C (-7.19066, -5.58366, -3.69711)  0.000
C (-4.99105, -5.28803, -2.52500)  0.000
C (-3.98121, -4.52217, -1.96567)  0.001
C (-2.78172, -5.24679, -1.40350)  0.000
C (-2.53412, -2.89448, 0.82857)  -0.011
C (-1.30749, -3.23053, 1.41256)  -0.007
C (0.01410, -3.22917, 0.68837)  0.034
C (-1.29513, -3.61398, 2.74896)  -0.010
C (-2.45919, -3.66617, 3.49842)  0.002
C (-2.43700, -4.06175, 4.94556)  0.000
C (-3.65915, -3.33035, 2.87780)  0.000
C (-3.73611, -2.93859, 1.54876)  0.002
C (-5.09280, -2.60028, 0.98836)  0.000
H (-4.00573, 1.48464, 0.84259)  0.000
H (-2.97560, 2.33973, -0.30020)  0.001
H (-2.34746, 1.93971, 1.31682)  -0.002
H (-4.67355, -0.42692, -2.23498)  0.000
H (-6.39437, -0.75118, -2.14550)  0.000
H (-5.58584, -0.74565, -3.70562)  0.000
H (-7.10157, -2.87416, -3.53906)  0.000
H (-8.02097, -4.98855, -4.07208)  0.000
H (-7.58062, -6.29467, -2.96781)  0.000
H (-6.78288, -6.16089, -4.52807)  0.000
H (-4.88037, -6.36702, -2.53192)  0.000
H (-2.72810, -6.24968, -1.82256)  0.000
H (-2.83651, -5.33636, -0.31861)  0.000
H (-1.82921, -4.76100, -1.64804)  0.000
H (0.02492, -2.61963, -0.21764)  -0.004
H (0.29257, -4.24330, 0.39144)  0.001
H (0.80402, -2.86365, 1.34708)  -0.003
H (-0.34632, -3.84843, 3.21567)  0.000
H (-1.43674, -4.34849, 5.26332)  0.000
H (-3.11216, -4.89870, 5.12831)  0.000
H (-2.76841, -3.23277, 5.57294)  0.000
H (-4.57602, -3.36506, 3.45563)  0.000
H (-5.82985, -2.62678, 1.78796)  0.000
H (-5.40004, -3.31818, 0.22817)  0.000
H (-5.11843, -1.60697, 0.53614)  0.000
C (-0.44635, 4.72671, -2.27360)  0.001
C (0.12336, 4.56081, -0.85977)  0.006
C (-0.84866, 5.11517, 0.19612)  0.001
C (1.49596, 5.23706, -0.73248)  0.001
C (0.29406, 3.12516, -0.58506)  0.020
N (0.44394, 2.00554, -0.39566)  0.046
H (-0.68761, 5.77880, -2.42431)  0.000
H (-1.35679, 4.14312, -2.40956)  0.000
H (0.27832, 4.42658, -3.02968)  0.000
H (-0.83311, 6.20338, 0.14151)  0.000
H (-0.55566, 4.81841, 1.20319)  0.000
H (-1.86788, 4.77576, 0.01204)  0.000
H (1.38955, 6.28289, -1.01996)  0.000
H (2.23187, 4.77168, -1.38732)  0.000
H (1.86256, 5.19505, 0.29236)  0.000

---

- The lowest net charge belongs to which entry?
  C19H14I2N3O7Pt

---

- Among the records above, which one has the highest net charge?
  C27H34F6N3O5RhS2Te